No. 1
# C15H44N12O28S

A cluster of 13 separate species, C15H44N12O28S in total in a non-equilibrium geometry (ωB97M-V/def2-TZVPD, the Open Molecules 2025 dataset).

Output
**ΔE to the lowest compared entry with this formula, charge and spin**: 2.6639 eV

ORCA input file:
```
! wB97M-V def2-TZVPD RIJCOSX def2/J DEFGRID3
* xyz 0 1
C -4.161 3.215 -2.055
C -2.801 4.036 -2.460
O -2.735 4.308 -3.933
C -1.395 3.195 -2.132
O -1.585 1.803 -2.567
S -0.214 1.174 -3.360
O 1.120 1.776 -2.780
O -0.369 1.633 -5.029
H -4.175 2.084 -2.404
H -5.079 3.724 -2.614
H -4.315 3.305 -0.879
H -2.700 5.093 -1.941
H -3.029 5.267 -4.043
H -0.551 3.780 -2.722
H -1.261 3.214 -0.969
H 0.321 2.319 -5.267
C 3.232 1.158 -0.532
N 4.351 0.665 0.315
O 5.412 0.384 -0.255
O 4.133 0.574 1.529
H 3.563 1.188 -1.573
H 2.398 0.464 -0.413
H 2.970 2.159 -0.183
C 5.324 -1.142 -3.352
N 4.482 -0.018 -3.846
O 3.271 -0.068 -3.601
O 5.061 0.882 -4.465
H 4.686 -1.857 -2.828
H 5.793 -1.608 -4.220
H 6.070 -0.722 -2.674
C 4.962 -1.370 3.948
N 4.845 -2.723 4.555
O 3.827 -3.375 4.292
O 5.777 -3.093 5.278
H 4.076 -1.177 3.340
H 5.035 -0.648 4.764
H 5.863 -1.363 3.330
C 0.955 6.180 0.719
N 0.314 4.854 0.508
O -0.738 4.831 -0.141
O 0.885 3.874 1.001
H 0.348 6.947 0.233
H 1.007 6.354 1.795
H 1.952 6.138 0.274
C 3.138 -1.299 8.390
N 3.532 -0.410 7.263
O 4.168 0.612 7.545
O 3.192 -0.764 6.128
H 3.502 -0.867 9.324
H 2.048 -1.364 8.393
H 3.594 -2.276 8.214
C -2.242 9.478 -0.387
N -1.123 8.985 0.460
O -0.063 8.704 -0.110
O -1.341 8.893 1.674
H -1.911 9.507 -1.427
H -3.077 8.784 -0.267
H -2.504 10.478 -0.037
C 1.695 -5.378 3.164
N 1.361 -6.412 2.148
O 1.502 -7.596 2.477
O 0.967 -6.007 1.048
H 2.025 -5.875 4.078
H 2.493 -4.757 2.752
H 0.791 -4.793 3.348
C -8.712 2.121 -3.394
N -7.954 2.927 -2.398
O -7.127 2.330 -1.699
O -8.212 4.135 -2.346
H -8.385 1.081 -3.329
H -9.773 2.208 -3.149
H -8.497 2.533 -4.382
C 6.630 3.162 6.020
N 7.318 1.853 5.854
O 8.440 1.735 6.359
O 6.712 0.982 5.220
H 7.276 3.830 6.594
H 6.447 3.567 5.023
H 5.695 2.978 6.553
C -1.736 -7.701 0.192
N -2.540 -8.728 0.908
O -2.459 -8.751 2.142
O -3.229 -9.482 0.212
H -1.182 -7.112 0.925
H -1.052 -8.227 -0.478
H -2.430 -7.069 -0.366
C -7.508 -1.937 -5.808
N -7.704 -0.912 -4.747
O -6.708 -0.275 -4.383
O -8.853 -0.775 -4.310
H -6.455 -1.948 -6.097
H -7.804 -2.902 -5.392
H -8.137 -1.658 -6.655
C -2.018 -9.434 -3.331
N -0.914 -8.455 -3.520
O -0.113 -8.676 -4.436
O -0.883 -7.493 -2.744
H -1.922 -10.224 -4.079
H -1.926 -9.844 -2.323
H -2.960 -8.897 -3.456
*
```



No. 2
# C42H105BrN7O17Sr

A structure of composition C42H105BrN7O17Sr in a non-equilibrium geometry (ωB97M-V/def2-TZVPD, the Open Molecules 2025 dataset).

ORCA input file:
```
! wB97M-V def2-TZVPD RIJCOSX def2/J DEFGRID3
* xyz -1 1
Sr -3.278 -1.379 0.888
C -3.542 -0.980 3.956
O -3.729 -2.098 3.475
O -3.572 -0.668 5.125
O -3.370 -0.100 3.064
Br -0.916 0.346 0.019
C 10.845 0.488 -3.637
O 9.800 -0.382 -3.234
C 8.641 0.429 -3.456
C 7.438 -0.470 -2.997
N 7.560 -0.888 -1.564
C 6.404 -1.646 -1.006
C 5.228 -0.762 -0.676
O 4.381 -0.530 -1.891
C 3.067 -0.026 -1.584
H 10.916 1.576 -3.633
H 11.226 0.099 -4.580
H 11.653 0.192 -2.968
H 8.496 0.870 -4.443
H 8.877 1.323 -2.880
H 7.332 -1.379 -3.589
H 6.479 -0.016 -3.246
H 8.003 -0.097 -1.120
H 6.649 -2.165 -0.080
H 6.203 -2.466 -1.697
H 5.465 0.130 -0.096
H 4.559 -1.295 -0.001
H 2.635 0.300 -2.530
H 3.016 0.856 -0.946
H 2.419 -0.730 -1.062
C -0.085 -0.836 5.584
O -0.436 0.338 4.804
C 0.463 0.586 3.745
C 0.287 2.110 3.375
N -1.012 2.541 2.883
C -0.973 4.006 2.747
C -1.029 4.751 4.056
O -2.209 4.402 4.782
C -2.297 5.090 6.071
H -0.544 -1.801 5.368
H -0.572 -0.601 6.530
H 0.977 -0.772 5.824
H 0.220 -0.013 2.867
H 1.529 0.446 3.921
H 1.046 2.325 2.622
H 0.424 2.677 4.295
H -1.012 2.117 1.966
H -1.878 4.270 2.200
H -0.157 4.265 2.072
H -1.103 5.800 3.769
H -0.119 4.550 4.620
H -1.629 4.627 6.798
H -3.318 5.047 6.451
H -2.049 6.150 6.025
C -4.976 1.507 -0.894
O -4.516 0.171 -0.861
C -4.099 -0.248 -2.168
C -4.111 -1.766 -2.454
N -3.385 -2.616 -1.517
C -1.947 -2.494 -1.904
C -1.491 -3.505 -2.962
O -1.837 -4.841 -2.577
C -1.310 -5.884 -3.383
H -4.166 2.236 -0.881
H -5.566 1.646 0.012
H -5.686 1.920 -1.610
H -3.125 0.203 -2.359
H -4.847 0.087 -2.886
H -3.884 -1.916 -3.509
H -5.122 -2.159 -2.347
H -3.562 -3.597 -1.682
H -1.317 -2.615 -1.022
H -1.711 -1.517 -2.327
H -0.472 -3.268 -3.268
H -2.017 -3.257 -3.884
H -0.227 -5.775 -3.334
H -1.570 -5.848 -4.441
H -1.495 -6.890 -3.006
C -6.798 -0.987 1.080
O -5.689 -1.901 0.977
C -6.238 -3.261 1.026
C -5.183 -4.283 0.743
N -3.934 -3.797 1.267
C -2.787 -4.678 0.990
C -1.574 -4.333 1.790
O -1.202 -2.994 1.356
C 0.120 -2.607 1.802
H -7.669 -1.391 1.596
H -7.163 -0.622 0.121
H -6.516 -0.039 1.539
H -7.066 -3.339 0.322
H -6.722 -3.464 1.982
H -4.987 -4.479 -0.311
H -5.420 -5.291 1.086
H -4.023 -3.551 2.243
H -2.553 -4.796 -0.068
H -3.018 -5.704 1.275
H -0.857 -5.084 1.460
H -1.799 -4.151 2.841
H 0.519 -1.651 1.461
H 0.744 -3.367 1.331
H 0.266 -2.739 2.874
C -4.615 3.305 2.387
O -4.677 2.603 3.594
C -5.955 2.565 4.214
C -5.822 2.665 5.749
N -4.798 1.847 6.265
C -4.519 2.049 7.638
C -3.193 1.502 7.965
O -2.166 2.018 7.148
C -0.816 2.024 7.793
H -3.605 3.317 1.978
H -5.096 4.283 2.417
H -5.195 2.711 1.681
H -6.369 1.614 3.877
H -6.676 3.195 3.695
H -6.733 2.519 6.330
H -5.712 3.726 5.974
H -5.126 0.938 5.970
H -5.235 1.565 8.303
H -4.508 3.081 7.990
H -3.209 0.419 7.842
H -3.045 1.661 9.033
H -0.546 0.992 8.019
H -0.986 2.524 8.747
H -0.080 2.557 7.192
C 2.148 -2.594 -3.661
O 1.589 -3.205 -4.812
C 2.087 -4.348 -5.432
C 3.521 -4.169 -6.118
N 3.287 -3.385 -7.362
C 4.398 -3.242 -8.272
C 4.045 -2.490 -9.533
O 3.353 -3.431 -10.407
C 2.495 -2.813 -11.422
H 2.307 -3.346 -2.888
H 1.363 -1.983 -3.216
H 3.032 -1.985 -3.855
H 1.372 -4.559 -6.227
H 2.140 -5.183 -4.733
H 3.796 -5.200 -6.338
H 4.280 -3.730 -5.470
H 2.639 -2.615 -7.281
H 4.845 -4.208 -8.505
H 5.134 -2.685 -7.693
H 4.959 -2.214 -10.058
H 3.289 -1.710 -9.445
H 2.857 -1.886 -11.868
H 1.507 -2.658 -10.988
H 2.266 -3.457 -12.271
C 0.055 2.496 -3.742
O 1.016 2.466 -2.807
H -0.301 1.490 -3.965
H -0.899 2.933 -3.447
H 0.373 2.989 -4.660
H 0.756 2.036 -1.989
C 3.038 6.536 0.619
C 3.150 5.195 -0.097
C 3.067 3.876 0.691
O 4.138 3.823 1.606
C 3.884 4.419 2.917
N 2.033 5.285 -1.111
H 2.803 7.385 -0.023
H 3.945 6.865 1.125
H 2.260 6.449 1.377
H 4.107 5.077 -0.605
H 3.112 3.017 0.021
H 2.034 3.720 1.003
H 4.836 4.443 3.448
H 3.301 3.765 3.566
H 3.486 5.428 3.019
H 1.752 4.413 -1.535
H 2.610 5.641 -1.860
*
```



Values for E_LUMO, Ha, ordered as above
-0.024; 0.066
Values for molar mass, g/mol, ordered as above
872.64; 1147.86